Record 1
Below is the ion C4H8NO5S with charge -1 in a non-equilibrium geometry, with properties calculated with wB97M-V/def2-TZVPD.

Last column: Löwdin charge in e.
Positions of all 19 atoms, in Å:
C (-1.32, 0.31, 0.55)  -0.11
C (1.29, 0.39, 0.01)  -0.09
C (-0.07, -0.44, 0.14)  -0.41
C (-0.28, -1.28, -1.17)  -0.17
N (-1.11, -2.36, -1.07)  -0.49
O (1.73, -2.83, 0.15)  -0.34
O (-1.39, -2.88, -2.12)  0.03
O (-1.34, -2.84, 0.05)  0.02
O (1.08, -3.66, -2.03)  -0.30
O (2.55, -1.76, -1.92)  -0.36
S (1.54, -2.58, -1.27)  0.49
H (-1.71, 0.99, -0.36)  0.12
H (-2.14, -0.47, 0.76)  0.08
H (-1.18, 0.77, 1.51)  0.05
H (1.12, 1.36, -0.70)  0.11
H (1.63, 0.98, 0.88)  0.05
H (2.05, -0.38, -0.20)  0.03
H (0.35, -1.27, 0.86)  0.14
H (-0.29, -0.88, -2.19)  0.14

## Properties
- Molecular weight: 182.177 g/mol
- ΔE to the lowest compared entry with this formula, charge and spin: 96.5 kcal per mole
- Lowest unoccupied orbital energy: 3.6 eV
- HOMO energy: -0.206 Ha
- Orbital gap: 9.2100 eV
- Total charge: -1
- SMILES: CC(C)[C@H]([N+](=O)[O-])S(=O)(=O)[O-]

Record 2
Below is a structure of composition C37H49CaN6SeSi, with properties calculated with wB97M-V/def2-TZVPD.

Last column: Löwdin charge in e.
Positions of all 95 atoms, in Å:
Ca (-2.20, 1.48, -0.06)  1.01
N (1.51, -1.96, -3.15)  0.04
C (2.85, -2.25, -2.61)  -0.36
C (3.32, -1.02, -1.84)  -0.10
C (2.60, -0.86, -0.51)  -0.27
N (1.13, -0.57, -0.73)  0.20
C (2.79, -2.09, 0.37)  -0.09
C (2.30, -3.38, -0.31)  -0.36
N (0.84, -3.35, -0.33)  0.08
C (2.85, -3.51, -1.73)  -0.10
H (1.58, -1.33, -3.95)  0.10
H (0.82, -0.98, -1.64)  0.10
H (1.06, -2.81, -3.50)  0.08
H (3.56, -2.43, -3.43)  0.14
H (3.21, -0.12, -2.46)  0.13
H (4.39, -1.12, -1.61)  0.13
H (2.99, 0.02, 0.01)  0.13
H (0.93, 0.44, -0.68)  0.12
H (0.54, -1.08, -0.05)  0.08
H (2.28, -1.96, 1.33)  0.12
H (3.86, -2.17, 0.58)  0.13
H (2.70, -4.22, 0.26)  0.14
H (0.46, -3.47, 0.61)  0.06
H (0.45, -4.11, -0.88)  0.09
H (2.33, -4.31, -2.26)  0.12
H (3.89, -3.83, -1.65)  0.13
C (-3.48, -5.18, -3.10)  -0.09
C (-2.21, -4.61, -3.14)  -0.09
C (-1.94, -3.49, -2.37)  -0.14
C (-2.91, -2.92, -1.54)  -0.32
C (-4.17, -3.51, -1.52)  -0.10
C (-4.46, -4.63, -2.29)  -0.08
Si (-2.47, -1.45, -0.43)  0.66
C (-4.12, -0.66, 0.13)  -0.41
C (-5.03, -0.19, -0.84)  -0.14
C (-6.18, 0.49, -0.48)  -0.08
C (-6.43, 0.77, 0.85)  -0.08
C (-5.54, 0.36, 1.82)  -0.08
C (-4.39, -0.35, 1.46)  -0.13
C (-1.73, -2.22, 1.15)  -0.34
C (-1.85, -3.57, 1.48)  -0.10
C (-1.20, -4.11, 2.59)  -0.08
C (-0.43, -3.30, 3.41)  -0.09
C (-0.32, -1.94, 3.13)  -0.09
C (-0.95, -1.43, 2.01)  -0.18
H (-3.70, -6.06, -3.70)  0.10
H (-1.44, -5.04, -3.77)  0.10
H (-0.96, -3.03, -2.41)  0.05
H (-4.95, -3.10, -0.89)  0.10
H (-5.45, -5.07, -2.26)  0.11
H (-4.84, -0.40, -1.89)  0.11
H (-6.87, 0.82, -1.25)  0.11
H (-7.33, 1.32, 1.13)  0.11
H (-5.72, 0.59, 2.86)  0.11
H (-3.72, -0.68, 2.25)  0.10
H (-2.44, -4.22, 0.85)  0.11
H (-1.30, -5.16, 2.81)  0.11
H (0.06, -3.72, 4.28)  0.10
H (0.26, -1.30, 3.78)  0.10
H (-0.83, -0.36, 1.79)  0.06
Se (-3.31, 3.57, 1.43)  0.53
C (-4.73, 3.73, 0.15)  -0.68
C (-6.04, 3.96, 0.59)  -0.15
C (-7.08, 4.05, -0.32)  -0.09
C (-6.85, 3.92, -1.68)  -0.10
C (-5.56, 3.70, -2.13)  -0.09
C (-4.51, 3.61, -1.22)  -0.18
H (-6.23, 4.05, 1.65)  0.10
H (-8.08, 4.24, 0.04)  0.11
H (-7.67, 4.00, -2.39)  0.10
H (-5.36, 3.60, -3.19)  0.11
H (-3.51, 3.48, -1.62)  0.07
C (-0.41, 6.51, -0.54)  -0.15
C (-0.92, 5.53, -1.58)  -0.17
N (-1.06, 4.22, -0.95)  0.01
C (-0.05, 3.76, -0.13)  -0.41
N (-0.15, 2.50, 0.29)  -0.13
C (0.81, 2.15, 1.34)  -0.24
C (2.20, 2.61, 0.96)  -0.16
C (2.18, 4.12, 0.84)  -0.14
N (0.97, 4.59, 0.16)  -0.02
C (0.95, 6.03, -0.09)  -0.14
H (-1.10, 6.54, 0.30)  0.12
H (-0.32, 7.52, -0.95)  0.12
H (-0.24, 5.46, -2.43)  0.13
H (-1.90, 5.81, -1.96)  0.12
H (-1.98, 4.14, -0.48)  -0.02
H (0.78, 1.07, 1.50)  0.08
H (0.52, 2.60, 2.30)  0.13
H (2.49, 2.17, 0.00)  0.10
H (2.95, 2.33, 1.70)  0.12
H (3.04, 4.49, 0.28)  0.13
H (2.21, 4.58, 1.83)  0.13
H (1.71, 6.25, -0.86)  0.13
H (1.27, 6.52, 0.83)  0.13

## Properties
- Molecular weight: 724.965 g/mol
- ΔE to the lowest compared entry with this formula, charge and spin: 13.1 kcal per mole
- Lowest unoccupied orbital energy: -2.2 eV
- HOMO energy: -0.328 Ha
- Orbital gap: 6.7141 eV
- Total charge: +1

Record 3
Below is the ion C6H13N2 with charge +1 in a non-equilibrium geometry, with properties calculated with wB97M-V/def2-TZVPD.

Last column: Löwdin charge in e.
Positions of all 21 atoms, in Å:
C (-1.44, 0.36, 0.14)  -0.05
C (-0.56, 1.47, -0.57)  -0.15
C (0.85, -0.48, 0.40)  0.03
C (-0.57, -0.85, 0.40)  -0.34
C (-1.05, -2.06, 1.24)  0.06
C (1.86, 1.81, -0.56)  -0.10
N (0.73, 1.18, 0.01)  -0.14
N (0.30, -1.25, -0.78)  0.22
H (-1.78, 0.71, 1.08)  0.13
H (-2.33, -0.03, -0.23)  0.11
H (-0.54, 1.36, -1.62)  0.10
H (-1.15, 2.33, -0.32)  0.13
H (1.66, -0.56, 1.06)  0.15
H (-0.22, -2.62, 1.47)  0.07
H (-1.80, -2.55, 0.81)  0.05
H (-1.18, -1.65, 2.23)  0.12
H (2.15, 2.60, -0.03)  0.04
H (2.72, 1.15, -0.45)  0.09
H (1.68, 2.08, -1.70)  0.14
H (0.09, -0.77, -1.66)  0.18
H (0.58, -2.22, -0.92)  0.18

## Properties
- Molecular weight: 113.184 g/mol
- ΔE to the lowest compared entry with this formula, charge and spin: 86.2 kcal per mole
- Lowest unoccupied orbital energy: -3.2 eV
- HOMO energy: -0.474 Ha
- Orbital gap: 9.7322 eV
- Total charge: +1
- SMILES: CN1CC[C@@]2(C)[NH2+][C@@H]12

Record 4
Below is a structure of composition C17H19N3ORuS in a non-equilibrium geometry, with properties calculated with wB97M-V/def2-TZVPD.

Last column: Löwdin charge in e.
Positions of all 42 atoms, in Å:
Ru (-0.35, 0.67, -0.73)  1.23
N (-4.47, 1.96, -0.35)  0.17
C (-3.33, 1.33, -0.55)  -0.75
S (-2.01, 2.21, -1.34)  0.73
N (-3.15, 0.09, -0.19)  0.01
N (-1.97, -0.48, -0.35)  -0.15
C (-1.98, -1.79, -0.17)  -0.01
C (-0.94, -2.72, -0.37)  -0.09
C (-1.14, -4.08, -0.06)  0.01
C (-0.18, -5.03, -0.33)  0.00
C (1.01, -4.65, -0.97)  0.00
C (1.25, -3.34, -1.31)  0.03
C (0.34, -2.31, -0.95)  -0.29
O (0.64, -1.09, -1.11)  -0.12
H (-4.60, 2.90, -0.68)  0.13
H (-5.25, 1.48, 0.08)  0.15
H (-2.94, -2.21, 0.13)  0.15
H (-2.06, -4.38, 0.42)  0.13
H (-0.35, -6.06, -0.08)  0.13
H (1.76, -5.41, -1.19)  0.13
H (2.14, -3.07, -1.86)  0.13
C (2.35, -0.69, 1.80)  -0.01
C (1.73, 0.46, 1.10)  -0.27
C (2.27, 0.95, -0.10)  -0.01
C (1.74, 2.09, -0.75)  -0.31
C (2.39, 2.63, -1.98)  -0.01
C (0.72, 2.81, -0.09)  -0.11
C (0.19, 2.38, 1.15)  -0.31
C (-0.73, 3.25, 1.93)  -0.02
C (0.63, 1.14, 1.67)  -0.01
H (3.10, -0.32, 2.51)  0.12
H (2.86, -1.36, 1.11)  0.09
H (1.62, -1.25, 2.38)  0.10
H (3.15, 0.47, -0.52)  0.15
H (3.26, 3.23, -1.68)  0.12
H (1.72, 3.29, -2.54)  0.10
H (2.75, 1.84, -2.63)  0.10
H (0.43, 3.79, -0.48)  0.14
H (-0.13, 3.84, 2.63)  0.12
H (-1.44, 2.67, 2.53)  0.10
H (-1.27, 3.95, 1.30)  0.09
H (0.25, 0.81, 2.63)  0.14

## Properties
- Molecular weight: 414.496 g/mol
- ⟨S²⟩: 6.101
- ΔE to the lowest compared entry with this formula, charge and spin: 0.0 kcal per mole
- Lowest unoccupied orbital energy (alpha / beta): -7.7 / -9.7 eV
- HOMO energy (alpha / beta): -0.550 / -0.549 Ha
- Multiplicity: 5
- Orbital gap (alpha / beta): 7.2642 / 5.2845 eV
- Total charge: +2

Record 5
Below is a cluster of 3 separate species, H6O2S in total in a non-equilibrium geometry, with properties calculated with wB97M-V/def2-TZVPD.

Last column: Löwdin charge in e.
Positions of all 9 atoms, in Å:
S (-0.86, 0.82, 1.89)  0.17
H (-0.26, 1.21, 0.68)  -0.23
H (-1.46, -0.36, 1.57)  -0.25
H (1.54, 0.21, 0.06)  -0.04
H (1.83, -0.92, 1.02)  0.01
O (2.26, -0.37, 0.33)  -0.17
H (-0.79, 0.28, -2.42)  -0.06
H (-1.46, -0.79, -1.60)  -0.07
O (-0.82, -0.07, -1.53)  -0.35

## Properties
- Molecular weight: 70.113 g/mol
- ⟨S²⟩: 0.750
- ΔE to the lowest compared entry with this formula, charge and spin: 3.7 kcal per mole
- Lowest unoccupied orbital energy (alpha / beta): 3.6 / 3.6 eV
- HOMO energy (alpha / beta): 0.029 / -0.223 Ha
- Multiplicity: 2
- Orbital gap (alpha / beta): 2.7838 / 9.6738 eV
- Total charge: -1

Record 6
Below is a cluster of 2 separate species, C19H21FN2O3S in total in a non-equilibrium geometry, with properties calculated with wB97M-V/def2-TZVPD.

Last column: Löwdin charge in e.
Positions of all 47 atoms, in Å:
F (5.61, -0.03, -2.20)  -0.20
S (4.55, 1.19, -2.30)  0.66
C (3.00, 0.43, -2.25)  -0.22
C (1.98, 0.79, -1.45)  0.02
O (4.81, 1.97, -1.12)  -0.27
O (4.71, 1.71, -3.63)  -0.26
H (2.86, -0.19, -3.15)  0.10
H (0.96, 0.76, -1.84)  0.07
H (2.20, 1.41, -0.59)  0.07
C (1.47, -2.24, -1.61)  -0.05
O (0.32, -1.40, -1.35)  -0.16
C (0.26, -0.61, -0.24)  -0.28
C (1.12, -0.92, 0.93)  -0.21
C (1.91, 0.09, 1.50)  -0.06
C (2.65, -0.17, 2.66)  -0.07
C (2.54, -1.41, 3.28)  -0.08
C (1.79, -2.44, 2.69)  -0.08
C (1.13, -2.22, 1.48)  -0.04
C (-0.97, 0.09, -0.11)  -0.13
N (-1.60, 0.41, 1.05)  -0.01
C (-1.16, 0.21, 2.41)  0.01
C (-2.84, 0.99, 0.77)  -0.15
C (-2.99, 0.96, -0.60)  -0.15
C (-4.19, 1.32, -1.22)  -0.01
C (-5.23, 1.77, -0.38)  -0.10
C (-5.07, 1.82, 1.02)  -0.10
C (-3.86, 1.42, 1.61)  -0.02
N (-1.85, 0.38, -1.12)  -0.01
C (-1.66, 0.08, -2.51)  0.00
H (1.66, -2.13, -2.68)  0.09
H (2.35, -1.92, -1.05)  0.09
H (1.17, -3.26, -1.35)  0.09
H (1.92, 1.08, 1.04)  0.10
H (3.28, 0.63, 3.06)  0.11
H (3.04, -1.59, 4.24)  0.10
H (1.71, -3.41, 3.17)  0.10
H (0.59, -3.02, 0.97)  0.12
H (-1.99, 0.53, 3.04)  0.08
H (-0.93, -0.85, 2.61)  0.10
H (-0.27, 0.82, 2.62)  0.10
H (-4.30, 1.22, -2.30)  0.10
H (-6.18, 2.07, -0.82)  0.10
H (-5.90, 2.17, 1.64)  0.10
H (-3.72, 1.42, 2.69)  0.10
H (-2.47, 0.57, -3.05)  0.08
H (-0.70, 0.48, -2.87)  0.09
H (-1.71, -1.00, -2.71)  0.10

## Properties
- Molecular weight: 376.453 g/mol
- ΔE to the lowest compared entry with this formula, charge and spin: 99.7 kcal per mole
- Lowest unoccupied orbital energy: 0.0 eV
- HOMO energy: -0.228 Ha
- Orbital gap: 6.2298 eV
- SMILES: COC(=C1N(C)c2ccccc2N1C)c1ccccc1.C=CS(=O)(=O)F